[1]
Entry from OMol25: a 11-piece molecular cluster, C3H29BO15P overall in a non-equilibrium geometry (ωB97M-V with the def2-TZVPD basis set).

Structure (XYZ):
```
49
Properties=species:S:1:pos:R:3:forces:R:3
O 0.85029 0.41021 1.33165 0.1 -1.3 -3.0
P 0.65065 0.23898 -0.24975 0.5 -0.1 4.4
B -0.93010 1.18830 -0.84713 -2.2 0.2 -1.8
C -0.29714 2.18957 -1.98739 -0.5 0.9 -1.9
O 0.83372 3.02500 -1.50833 1.5 -2.7 -5.5
O 0.44288 3.58526 -0.39876 -1.0 4.2 5.1
O -1.87941 1.70421 0.15874 -1.2 0.0 0.0
C -3.19924 1.90623 -0.46397 0.6 0.2 -0.5
C -3.07044 1.06724 -1.88865 0.7 0.6 -0.3
O -1.80572 0.28754 -1.67710 -1.8 1.1 -0.7
H 0.53037 -1.16987 -0.64559 0.4 0.9 0.0
H 1.86735 0.71340 -0.87244 -0.7 -0.5 -0.2
H 0.08588 1.48792 -2.87398 -0.3 1.7 1.9
H -1.06854 2.93022 -2.47942 1.3 -1.3 0.9
H 0.68234 4.56836 -0.45537 -0.6 -1.9 -0.3
H -3.25104 3.09126 -0.52316 -0.4 -2.4 -0.5
H -4.16727 1.53443 0.10020 2.3 0.5 -0.4
H -3.92434 0.32279 -2.18887 1.5 1.3 1.1
H -3.03696 1.86572 -2.77269 0.4 -2.1 2.0
O 1.72008 -2.51070 1.74422 0.4 -0.6 0.6
H 2.36246 -2.69452 2.44596 -0.1 0.2 -0.3
H 1.71565 -1.54394 1.67823 -0.4 0.7 -0.1
O 2.00331 -2.11769 4.88710 -0.4 -0.1 0.1
H 1.21386 -2.25638 4.34265 0.1 0.3 0.0
H 1.68102 -1.59781 5.63866 0.2 -0.2 -0.3
O 3.50331 3.53431 0.78310 -0.2 0.4 0.1
H 2.71386 3.39562 0.23865 0.0 -0.2 0.2
H 3.18102 4.05419 1.53466 0.1 -0.3 -0.3
O -3.79097 3.27021 -4.01170 0.0 0.9 -0.1
H -3.50001 3.33954 -4.93333 -0.2 -0.2 0.2
H -4.01084 4.18152 -3.76642 0.1 -0.4 0.0
O -4.16570 2.81184 -6.66877 -0.3 -0.1 -0.9
H -4.38250 3.35942 -7.43821 0.1 -0.1 0.3
H -4.55362 1.94903 -6.87867 0.2 0.2 0.3
O 2.23374 -5.26409 4.46829 0.2 0.2 0.1
H 2.87611 -5.44791 5.17003 -0.2 -0.1 -0.2
H 2.22931 -4.29733 4.40230 0.0 -0.2 0.2
O 2.41269 4.34862 -4.14793 0.2 -0.1 0.2
H 1.90782 4.40088 -3.32255 0.0 -0.3 -0.1
H 3.01864 3.60604 -4.00512 -0.3 0.3 0.0
O -1.53003 -2.55705 1.31904 0.2 0.0 0.2
H -0.84902 -3.10542 1.73665 -0.1 0.2 -0.3
H -1.08178 -1.71450 1.15120 -0.2 -0.1 0.1
O 3.61269 -7.21726 6.68887 0.1 -0.2 0.5
H 3.10782 -7.16499 7.51425 0.1 0.0 -0.3
H 4.21864 -7.95983 6.83169 -0.2 0.3 -0.1
O 0.63006 -5.17019 0.71860 0.3 -0.4 0.2
H 1.03275 -6.03243 0.90103 -0.2 0.3 0.0
H 1.17634 -4.54598 1.21953 -0.2 0.2 -0.3
```
Forces are in eV/Å.

Orbital gap in eV: 6.53
DFT total energy in a.u.: -1626.43072
Total charge: -1
HOMO in hartree: -0.1682

[2]
Entry from OMol25: a 2-piece molecular cluster, C2H3N2O2 overall in a non-equilibrium geometry (ωB97M-V with the def2-TZVPD basis set).

Structure (XYZ):
```
9
Properties=species:S:1:pos:R:3:forces:R:3
C 3.18929 0.20304 0.14389 2.4 -3.0 -0.3
C 1.82978 2.20445 -0.02611 -2.1 0.7 -1.7
N 3.85791 -0.77084 -0.03504 -1.7 2.7 0.9
N 2.40945 1.21248 -0.00062 0.0 1.2 0.0
O 0.83701 -0.86155 0.08054 -3.5 -1.9 -2.4
O 4.54780 -1.70196 -0.01590 0.0 -0.2 -0.3
H 0.95924 -1.17121 0.96217 0.0 -0.6 1.2
H 1.02047 2.92071 -0.45847 1.8 -1.1 1.3
H -0.00210 -1.44486 -0.27268 3.2 2.2 1.3
```
Forces are in eV/Å.

Orbital gap (spin up / spin down) in eV: 8.81 / 8.81
DFT total energy in a.u.: -337.50942
Energy above the lowest of the compared OMol25 structures with the same formula, charge and spin in eV: 6.225
Total charge: +1
HOMO (spin up / spin down) in hartree: -0.5623 / -0.5623

[3]
Entry from OMol25: C19H42I2O14S4 as an isolated structure (ωB97M-V with the def2-TZVPD basis set).

Structure (XYZ):
```
81
Properties=species:S:1:pos:R:3:forces:R:3
C -2.82094 0.11720 -2.45251 0.2 -0.1 0.2
C -2.22186 -1.25885 -2.75790 -0.2 -0.1 0.0
C -1.73967 -2.03589 -1.52537 -0.1 0.1 0.1
O -0.34365 -2.41477 -1.56723 0.2 0.0 -0.2
C 0.64173 -1.55162 -1.84926 -0.1 0.0 0.3
O 1.67035 -1.93787 -2.33548 -0.1 0.0 0.1
C 0.46177 -0.09901 -1.48477 -0.2 -0.1 -0.1
I 0.08240 0.31625 0.51372 0.0 -0.2 0.2
C 0.63885 0.82680 -2.41801 0.1 0.2 -0.3
C 1.01857 0.54690 -3.84866 0.0 -0.2 0.0
I 0.46011 2.86901 -2.01930 0.0 0.1 0.0
H -3.83823 0.01167 -2.07076 0.0 0.1 -0.1
H -2.24522 0.63664 -1.68279 0.0 0.0 -0.1
H -2.85279 0.74365 -3.34347 -0.1 -0.1 0.1
H -2.99405 -1.86048 -3.24627 0.1 0.0 -0.1
H -1.40946 -1.18432 -3.48473 0.0 0.0 0.1
H -2.23883 -2.99815 -1.45169 0.0 0.0 0.1
H -1.95375 -1.49705 -0.60065 0.1 0.0 0.0
H 2.10452 0.45465 -3.92113 0.0 0.1 0.0
H 0.68610 1.34750 -4.50401 0.0 0.0 0.0
H 0.60179 -0.40040 -4.19541 0.0 0.1 0.0
O -4.67233 1.46002 -4.65785 0.0 0.0 -0.1
S -5.57373 1.68727 -5.74990 0.0 0.0 0.1
O -5.10047 2.39596 -6.89818 0.0 0.0 0.0
O -6.88610 2.37193 -5.18665 0.0 0.0 -0.1
C -6.71903 3.54525 -4.34470 0.0 0.1 0.2
C -6.34184 4.78257 -5.12680 0.0 0.0 -0.1
C -6.30368 0.17222 -6.25893 0.0 0.0 0.0
H -5.98761 3.30996 -3.57106 0.0 0.0 0.0
H -7.69271 3.65568 -3.87274 0.0 0.0 0.0
H -5.35244 4.69191 -5.57115 0.0 0.0 0.0
H -6.34205 5.63862 -4.45120 0.0 0.0 0.0
H -7.05943 4.96604 -5.92609 0.0 0.0 0.0
H -6.67724 -0.35107 -5.38362 0.0 0.0 0.0
H -5.51456 -0.39843 -6.74400 0.0 0.0 0.0
H -7.10136 0.39169 -6.96323 0.0 0.0 0.0
O -3.42040 -3.29314 1.08136 0.0 0.0 -0.2
S -4.20120 -3.23845 2.28145 0.0 0.1 0.1
O -4.29392 -1.99355 2.98020 0.0 0.0 0.0
O -3.70599 -4.37919 3.25949 0.0 0.1 0.1
C -2.27642 -4.45590 3.52246 0.2 -0.1 0.0
C -1.78640 -3.36287 4.44433 -0.1 0.0 0.0
C -5.82253 -3.85524 2.00245 0.0 0.0 -0.1
H -1.75239 -4.45042 2.56637 0.0 0.0 0.0
H -2.15792 -5.43893 3.97241 0.0 0.0 0.0
H -1.86805 -2.38023 3.98356 0.0 0.0 0.0
H -0.73818 -3.54775 4.68133 0.0 0.0 0.0
H -2.35995 -3.35439 5.37086 0.0 0.0 0.0
H -5.75877 -4.81342 1.49468 0.0 0.0 0.0
H -6.32488 -3.11893 1.37888 0.0 0.0 0.0
H -6.32277 -3.94546 2.96254 0.0 0.0 0.0
O 1.70690 3.76171 3.93898 0.0 0.0 0.0
S 2.56158 2.89072 3.18923 0.1 0.0 0.0
O 2.41802 1.47320 3.34823 -0.1 0.0 0.0
O 4.07013 3.30739 3.44146 0.0 -0.1 0.0
C 4.52761 3.39985 4.81598 0.0 0.1 0.1
C 4.77798 2.04732 5.44430 0.0 0.0 -0.1
C 2.50683 3.28547 1.48217 0.0 0.1 -0.1
H 3.80456 3.99002 5.38016 0.0 0.0 0.0
H 5.44933 3.97186 4.73635 0.0 0.0 0.0
H 3.85590 1.48053 5.55971 0.0 0.0 0.0
H 5.22294 2.19343 6.42917 0.0 0.0 0.0
H 5.46767 1.46351 4.83425 0.0 0.0 0.0
H 2.64934 4.35527 1.35693 0.0 0.0 0.0
H 1.52695 2.98330 1.11901 0.0 0.0 0.0
H 3.28335 2.72071 0.97236 0.0 0.0 0.0
O 8.18613 -0.45228 3.60313 0.0 0.0 0.0
S 8.31420 -0.87319 2.23900 0.0 0.0 0.0
O 8.49583 0.12051 1.22598 0.0 0.0 0.0
O 7.08941 -1.80836 1.87531 0.0 0.0 -0.1
C 5.75842 -1.30940 2.18098 -0.2 0.0 0.2
C 5.29176 -0.24132 1.22132 0.0 0.1 -0.1
C 9.57761 -2.08632 2.09388 0.0 0.0 0.0
H 5.75477 -0.96022 3.21398 0.0 0.0 0.0
H 5.13215 -2.19645 2.12034 0.0 0.0 0.0
H 5.89460 0.66256 1.30020 0.0 0.0 0.0
H 4.25651 0.01244 1.45728 0.0 0.0 0.0
H 5.34316 -0.59436 0.19137 0.0 0.0 0.0
H 9.42409 -2.84743 2.85322 0.0 0.0 0.0
H 10.52003 -1.56649 2.25197 0.0 0.0 0.0
H 9.53882 -2.50761 1.09318 0.0 0.0 0.0
```
Forces are in eV/Å.

Orbital gap in eV: 9.01
DFT total energy in a.u.: -3990.57862
Total charge: 0
HOMO in hartree: -0.3276

[4]
Entry from OMol25: a 2-piece molecular cluster, HN2O3 overall in a non-equilibrium geometry (ωB97M-V with the def2-TZVPD basis set).

Structure (XYZ):
```
6
Properties=species:S:1:pos:R:3:forces:R:3
N 0.15648 -0.36037 -0.09497 -0.1 0.4 -0.5
N -3.40090 0.20399 -0.01992 0.0 -0.8 0.2
O -3.41782 1.31840 0.00070 0.0 -0.4 -0.1
O -1.04280 -0.33604 0.07727 2.1 -0.6 0.8
O -3.40588 -0.91488 -0.00131 -0.4 1.1 -0.1
H 0.75630 -0.88951 0.64755 -1.6 0.3 -0.3
```
Forces are in eV/Å.

Orbital gap (spin up / spin down) in eV: 6.75 / 6.75
DFT total energy in a.u.: -335.26889
Energy above the lowest of the compared OMol25 structures with the same formula, charge and spin in eV: 1.926
Total charge: +1
HOMO (spin up / spin down) in hartree: -0.5245 / -0.5245

[5]
Entry from OMol25: a 2-piece molecular cluster, C16H17N overall in a non-equilibrium geometry (ωB97M-V with the def2-TZVPD basis set).

Structure (XYZ):
```
34
Properties=species:S:1:pos:R:3:forces:R:3
C 3.71677 -0.78735 1.70749 0.5 -0.4 1.0
C 2.30462 -0.33330 1.83472 0.0 0.3 -0.1
C 1.94499 0.76430 2.55755 0.5 -0.5 0.1
N 0.57272 0.90087 2.60605 -0.7 -0.6 0.3
C 0.03334 -0.23301 2.01655 0.4 0.3 -0.4
C -1.29731 -0.62615 1.98477 -0.2 0.1 0.3
C -1.59420 -1.86461 1.46606 0.6 -0.1 0.0
C -0.54998 -2.68611 0.99078 -0.6 -0.1 -0.2
C 0.73718 -2.23202 0.90644 1.1 0.6 0.0
C 1.08182 -0.97114 1.44341 -1.0 -0.8 0.4
H 4.01349 -1.47964 2.51154 -0.6 -0.4 -0.2
H 4.39214 0.01443 1.96155 0.2 0.7 -0.5
H 4.03015 -1.24568 0.78235 -0.2 0.0 -0.4
H 2.64967 1.33319 3.13653 -0.3 0.6 0.0
H 0.02768 1.25560 3.37545 0.5 0.6 0.1
H -2.04170 -0.00179 2.46531 -0.2 0.0 -0.2
H -2.60574 -2.23053 1.41542 -0.2 0.0 0.2
H -0.79658 -3.70920 0.73625 0.1 0.1 -0.4
H 1.54528 -2.79178 0.45312 -0.2 -0.5 0.1
C 0.58692 1.39068 -1.04694 0.9 -0.3 -0.2
C -0.50129 1.22713 -2.07715 -0.9 1.0 1.5
C -1.52596 2.19718 -1.97709 -0.6 -0.6 0.1
C -2.78232 1.93327 -2.47633 -0.5 0.4 -1.2
C -2.99121 0.85436 -3.34277 1.1 -0.1 -0.1
C -1.94826 -0.03252 -3.53146 0.2 -0.3 -0.1
C -0.75098 0.09722 -2.82710 0.3 0.2 0.1
H 1.35635 0.62099 -1.11970 0.1 0.0 -0.2
H 0.20663 1.30589 -0.02990 -0.3 -0.1 -0.1
H 1.09001 2.36177 -1.06889 -0.1 0.0 -0.3
H -1.42756 3.11444 -1.41073 0.4 -0.1 0.2
H -3.60655 2.63060 -2.35863 0.2 0.1 0.2
H -3.84059 0.75802 -3.99354 -0.6 0.0 0.3
H -2.02858 -0.85200 -4.23534 -0.2 0.0 0.1
H -0.00094 -0.68310 -2.85579 0.0 -0.1 -0.1
```
Forces are in eV/Å.

Orbital gap in eV: 8.81
DFT total energy in a.u.: -674.62805
SMILES: Cc1c[nH]c2ccccc12.Cc1ccccc1
Energy above the lowest of the compared OMol25 structures with the same formula, charge and spin in eV: 0.777
Total charge: 0
HOMO in hartree: -0.2914

[6]
Entry from OMol25: an isolated molecule of C3H4N4O in a non-equilibrium geometry (ωB97M-V with the def2-TZVPD basis set).

Structure (XYZ):
```
12
Properties=species:S:1:pos:R:3:forces:R:3
C -0.98714 0.98803 -0.50566 -1.9 0.9 1.6
C -0.09000 0.82869 -1.58233 0.6 0.1 0.3
C 0.57628 -0.41910 1.82110 0.6 -0.7 -1.4
N -0.94262 1.05847 0.78354 -1.4 0.7 1.0
N 0.91824 -1.40688 1.29059 0.2 0.9 1.5
N 0.04759 0.83197 1.78481 0.6 -0.9 -1.8
N 0.27929 -0.29881 -2.07712 0.2 -1.9 0.4
O 1.47529 -2.44807 1.04503 0.0 -0.8 -0.8
H -2.02832 1.43929 -0.78124 1.8 -0.9 -0.2
H -0.32848 0.93638 2.70268 -1.0 1.0 0.2
H 0.01035 -1.32211 -1.78008 0.6 2.4 -0.5
H 1.06952 -0.18785 -2.70132 -0.3 -0.8 -0.3
```
Forces are in eV/Å.

Orbital gap in eV: 8.72
DFT total energy in a.u.: -410.71538
Energy above the lowest of the compared OMol25 structures with the same formula, charge and spin in eV: 7.834
Total charge: 0
HOMO in hartree: -0.3095